(1)
# C3H4O2Si

A cluster of 2 separate species, C3H4O2Si in total in a non-equilibrium geometry (wB97M-V/def2-TZVPD, the Open Molecules 2025 dataset).

The calculation puts the HOMO-LUMO gap at 8.02 eV. The SMILES is O=[SiH2].C=C=C=O. The molar mass comes out at 100.1 g/mol. For the highest occupied orbital energy, the calculation gives -0.340 Ha. The value obtained for the strongest force on any atom is 4.3 eV/Å.

```
10
Properties=species:S:1:pos:R:3:forces:R:3
O 0.320 -1.795 -0.246 0.8 -0.2 0.9
Si -0.859 -2.012 -1.151 -2.8 0.2 2.4
H -0.746 -2.130 -2.490 0.4 -0.2 -3.1
H -2.391 -2.319 -0.819 1.7 0.3 0.0
C 1.447 1.781 1.401 0.4 -4.2 -0.8
C 0.510 1.221 0.638 0.7 1.3 -1.1
C -0.430 1.015 -0.204 -1.6 -1.5 0.9
O -1.380 0.563 -0.785 1.6 0.8 0.0
H 2.374 1.140 1.618 -1.1 1.4 -0.4
H 1.157 2.535 2.038 -0.1 2.1 1.2
```
Forces are in eV/Å.

---

(2)
# C16H40ClFN2O10P3

A cluster of 3 separate species, C16H40ClFN2O10P3 in total in a non-equilibrium geometry (wB97M-V/def2-TZVPD, the Open Molecules 2025 dataset).

The total charge is +1. The calculation puts the HOMO-LUMO gap at 7.12 eV. The molar mass comes out at 567.9 g/mol. For the highest occupied orbital energy, the calculation gives -0.413 Ha. The value obtained for the strongest force on any atom is 9.2 eV/Å.

```
73
Properties=species:S:1:pos:R:3:forces:R:3
C 7.590 0.024 -2.463 -0.4 0.5 0.3
C 6.155 0.712 -2.307 0.8 -1.1 0.5
C 5.507 0.127 -0.971 -0.9 0.7 -1.0
C 4.103 0.854 -0.701 0.0 -0.8 -0.3
C 2.881 -0.095 -1.107 0.7 0.5 0.4
C 1.617 0.837 -1.310 0.0 -0.3 -0.3
C 0.350 0.065 -1.902 2.7 -2.8 1.4
O 0.870 -0.762 -2.960 -0.8 1.2 0.0
C -0.281 -0.958 -0.846 -0.5 0.6 -0.3
N -1.168 -1.848 -1.670 0.3 1.9 0.7
F -1.694 -2.766 -0.753 -0.1 -0.1 0.1
C -2.330 -1.008 -2.032 -1.5 -0.2 -0.6
C -2.009 0.329 -2.806 -1.4 -1.6 -1.4
N -0.661 0.948 -2.560 -1.5 -0.4 0.2
P -0.729 2.579 -1.703 0.8 4.0 0.0
O -2.020 3.478 -2.357 1.0 -3.1 1.8
Cl -1.225 2.301 0.312 -0.6 -0.6 -1.4
H 7.996 -0.143 -1.421 -0.2 0.3 -1.2
H 8.281 0.706 -3.033 -0.6 -0.9 0.5
H 7.513 -0.990 -2.953 0.1 1.2 0.4
H 6.222 1.831 -2.258 0.1 -1.0 0.0
H 5.553 0.437 -3.221 0.3 0.4 1.0
H 6.189 0.262 -0.084 -0.6 -0.2 -1.1
H 5.338 -0.971 -1.189 0.2 1.1 0.7
H 4.009 1.198 0.366 0.0 -0.4 -1.0
H 4.044 1.758 -1.366 0.1 -0.7 0.7
H 3.211 -0.635 -2.031 -0.6 0.6 0.6
H 2.736 -0.882 -0.309 0.0 0.9 -0.7
H 1.921 1.601 -2.087 -0.4 -0.6 1.0
H 1.414 1.316 -0.310 0.0 -0.2 -1.1
H 1.201 -1.591 -2.584 -0.2 0.2 -0.1
H -0.887 -0.453 -0.045 0.6 -0.3 -0.6
H 0.525 -1.556 -0.335 -0.7 0.6 -0.8
H -3.008 -0.753 -1.162 1.1 -0.4 -0.4
H -2.972 -1.635 -2.722 0.7 0.8 0.7
H -2.085 0.107 -3.912 0.3 0.3 1.2
H -2.864 1.040 -2.605 1.2 -0.5 -0.1
H -0.268 1.184 -3.492 0.0 0.0 0.5
H -2.799 3.170 -1.843 -0.2 0.7 -0.6
C -0.454 7.102 2.437 0.2 0.6 -0.1
O -0.378 6.067 3.408 -0.5 -2.9 2.3
P 1.145 5.760 4.132 4.4 6.4 -4.8
O 1.591 7.215 4.190 -1.0 -1.4 0.8
O 1.690 5.024 2.768 -0.3 -0.7 0.9
C 0.930 3.940 2.249 0.1 0.0 -0.1
O 2.514 5.181 4.983 -3.1 -1.8 0.5
C 2.490 5.403 6.396 0.1 0.3 0.4
H -1.377 6.959 1.872 0.0 -0.3 0.2
H -0.499 8.074 2.927 0.2 0.0 -0.1
H 0.391 7.064 1.747 0.0 0.0 0.1
H 0.393 4.270 1.358 0.0 0.1 0.1
H 0.212 3.558 2.979 0.0 -0.1 -0.2
H 1.611 3.133 1.970 0.1 0.1 0.1
H 1.609 4.935 6.837 0.2 0.0 0.2
H 2.491 6.472 6.616 0.0 0.0 -0.1
H 3.383 4.953 6.829 0.0 -0.1 -0.2
C -5.923 -4.756 2.042 -0.2 -0.4 0.6
O -5.875 -4.956 0.637 -0.1 0.3 -3.8
P -5.336 -6.479 0.064 1.8 -3.3 8.4
O -5.987 -7.304 1.165 -0.2 0.9 -1.7
O -3.779 -6.114 0.433 -0.5 0.0 -1.2
C -3.226 -4.922 -0.118 0.2 0.0 0.1
O -4.799 -7.852 -0.811 -1.0 2.9 -2.0
C -5.813 -8.530 -1.558 -0.3 -0.4 0.0
H -5.980 -3.680 2.222 0.0 0.0 -0.3
H -6.816 -5.221 2.458 0.2 -0.1 0.0
H -5.029 -5.148 2.531 -0.1 -0.1 -0.1
H -3.153 -4.163 0.663 -0.1 0.0 -0.1
H -3.831 -4.531 -0.940 0.1 0.1 0.1
H -2.225 -5.137 -0.492 -0.1 -0.1 0.0
H -6.276 -7.848 -2.272 0.0 -0.2 -0.1
H -6.573 -8.939 -0.890 0.0 0.1 0.0
H -5.346 -9.349 -2.104 0.1 0.1 0.1
```
Forces are in eV/Å.

---

(3)
# C5H14N2

The molecule C5H14N2 in a non-equilibrium geometry (wB97M-V/def2-TZVPD, the Open Molecules 2025 dataset).

The calculation puts the HOMO-LUMO gap at 9.82 eV. The SMILES is CCCNCCN. The molar mass comes out at 102.2 g/mol. For the highest occupied orbital energy, the calculation gives -0.320 Ha. The value obtained for the strongest force on any atom is 2.9 eV/Å.

```
21
Properties=species:S:1:pos:R:3:forces:R:3
C -3.257 0.868 -0.813 -1.1 -0.8 0.8
C -1.866 0.180 -0.853 -1.3 1.1 0.4
C -1.241 0.663 0.433 1.2 0.5 1.5
N 0.191 0.284 0.773 -1.8 -1.4 -0.2
C 0.859 -0.404 -0.319 2.7 0.7 -0.8
C 2.417 -0.328 -0.082 -0.8 0.1 -1.1
N 3.010 -1.235 0.878 -0.8 -0.4 -0.4
H -3.321 1.957 -0.633 0.8 -0.4 -0.4
H -3.760 0.464 0.088 -0.1 0.1 -0.5
H -3.908 0.647 -1.664 0.2 -0.1 0.0
H -1.964 -0.921 -0.734 0.0 0.7 -0.8
H -1.424 0.524 -1.792 0.6 -0.5 0.3
H -1.335 1.737 0.621 0.2 0.2 -0.8
H -1.882 0.323 1.259 0.1 -0.5 -0.2
H 0.074 -0.411 1.510 0.3 0.3 0.1
H 0.720 0.204 -1.229 0.0 -0.1 0.3
H 0.683 -1.443 -0.646 -0.8 0.1 0.8
H 2.610 0.729 0.116 0.2 0.1 0.1
H 2.889 -0.592 -1.050 -0.2 0.3 0.4
H 3.954 -1.425 0.590 0.2 0.0 0.7
H 2.879 -1.003 1.850 0.4 0.2 -0.1
```
Forces are in eV/Å.

---

(4)
# C13H34NO10P

A cluster of 3 separate species, C13H34NO10P in total (wB97M-V/def2-TZVPD, the Open Molecules 2025 dataset).

The calculation puts the HOMO-LUMO gap at 9.31 eV. The SMILES is NCOP(=O)(O)O.COCCOCCOC.COCCOCCOC. The molar mass comes out at 395.4 g/mol. For the highest occupied orbital energy, the calculation gives -0.329 Ha. The value obtained for the strongest force on any atom is 0.4 eV/Å.

```
59
Properties=species:S:1:pos:R:3:forces:R:3
N -0.557 0.173 2.970 0.1 -0.1 0.0
C -0.540 -0.482 1.691 -0.1 0.1 -0.2
O 0.843 -0.663 1.342 -0.1 -0.1 0.0
P 1.274 -1.834 0.378 0.1 0.1 0.4
O 0.955 -1.705 -1.043 0.0 0.0 0.0
O 0.649 -3.093 1.138 0.3 -0.1 -0.2
O 2.837 -1.946 0.681 -0.2 0.0 -0.3
H -1.513 0.347 3.253 0.0 0.1 0.0
H -0.132 -0.431 3.663 0.0 0.0 0.1
H -1.030 -1.460 1.672 0.0 0.0 0.0
H -1.003 0.163 0.943 0.0 0.0 0.0
H 1.009 -3.924 0.797 -0.2 0.0 0.0
H 3.318 -1.776 -0.141 0.1 0.0 0.1
C -2.460 -1.688 -3.561 0.0 0.1 0.0
O -1.730 -2.687 -4.230 -0.1 -0.2 0.1
C -0.632 -3.180 -3.478 0.1 0.1 -0.1
C -0.373 -4.635 -3.778 0.2 0.0 -0.1
O -1.322 -5.524 -3.213 0.0 -0.1 0.1
C -2.563 -5.655 -3.875 -0.2 0.0 0.0
C -2.524 -6.555 -5.087 -0.1 -0.1 -0.1
O -1.867 -5.933 -6.174 0.2 0.1 0.1
C -1.172 -6.829 -7.008 -0.1 0.0 -0.1
H -1.885 -0.761 -3.458 0.0 0.0 0.0
H -3.352 -1.486 -4.153 0.0 0.0 0.0
H -2.764 -2.019 -2.561 0.0 0.0 0.0
H -0.810 -3.050 -2.407 0.0 0.0 0.0
H 0.271 -2.611 -3.729 0.0 0.0 0.1
H 0.573 -4.894 -3.294 0.0 0.0 -0.1
H -0.262 -4.796 -4.853 -0.1 0.0 0.0
H -2.986 -4.681 -4.136 0.1 0.0 0.0
H -3.222 -6.134 -3.147 0.0 0.0 0.0
H -3.560 -6.793 -5.369 0.0 -0.1 0.0
H -2.021 -7.492 -4.821 0.0 0.0 0.0
H -0.490 -7.464 -6.431 0.0 0.0 0.0
H -0.591 -6.234 -7.710 0.0 0.0 0.0
H -1.855 -7.474 -7.573 0.0 0.0 0.0
C 2.339 2.530 2.625 0.1 0.0 -0.1
O 2.392 3.918 2.876 -0.2 0.0 0.1
C 1.823 4.701 1.846 0.1 0.0 -0.1
C 1.199 5.961 2.396 0.1 0.1 -0.1
O -0.017 5.747 3.087 -0.1 0.0 -0.1
C 0.062 5.248 4.408 0.0 -0.1 0.1
C 0.405 6.294 5.441 0.0 0.0 0.2
O 1.767 6.669 5.366 0.0 0.0 -0.2
C 2.007 8.011 5.712 0.0 0.0 0.1
H 3.033 2.240 1.826 0.0 0.0 0.0
H 2.630 2.020 3.541 0.0 0.0 0.0
H 1.330 2.207 2.354 0.0 0.0 0.0
H 1.060 4.129 1.306 0.0 0.0 0.0
H 2.602 4.992 1.127 0.0 0.0 0.0
H 0.927 6.585 1.540 0.0 0.0 0.0
H 1.919 6.509 3.007 0.0 -0.1 0.0
H 0.746 4.399 4.479 0.0 0.1 0.0
H -0.948 4.897 4.636 0.0 -0.1 0.0
H 0.192 5.875 6.435 0.0 0.1 0.0
H -0.241 7.168 5.295 0.0 0.0 0.0
H 1.367 8.692 5.140 0.0 0.0 0.0
H 3.048 8.225 5.477 0.0 0.0 0.0
H 1.844 8.193 6.781 0.0 0.0 0.0
```
Forces are in eV/Å.

---

(5)
# C2H3N3OS2

The molecule C2H3N3OS2 in a non-equilibrium geometry (wB97M-V/def2-TZVPD, the Open Molecules 2025 dataset).

The calculation puts the HOMO-LUMO gap at 8.91 eV. The molar mass comes out at 149.2 g/mol. For the highest occupied orbital energy, the calculation gives -0.343 Ha. The value obtained for the strongest force on any atom is 3.1 eV/Å.

```
11
Properties=species:S:1:pos:R:3:forces:R:3
C 2.640 -0.033 0.296 0.0 0.3 0.0
C -0.961 0.354 -0.495 2.3 -0.5 -1.6
N 1.994 -0.970 0.622 -2.1 -2.4 0.0
N -2.060 1.117 -0.339 1.1 -1.2 1.9
N -0.823 -0.726 0.450 0.1 1.4 -1.1
O -0.097 0.620 -1.362 -1.2 -1.0 1.3
S 0.414 -1.647 0.072 0.6 1.4 1.3
S 3.583 1.144 0.103 1.4 1.8 -0.5
H -2.593 0.818 0.422 -1.3 -0.3 1.1
H -2.537 1.524 -1.067 -0.6 1.1 -2.0
H 0.440 -2.199 1.297 -0.3 -0.7 -0.4
```
Forces are in eV/Å.

---

(6)
# C16H54N4O9

A cluster of 9 separate species, C16H54N4O9 in total in a non-equilibrium geometry (wB97M-V/def2-TZVPD, the Open Molecules 2025 dataset).

The calculation puts the HOMO-LUMO gap at 9.33 eV. The SMILES is COC[C@H](C)N.COC[C@H](C)N.COC[C@H](C)N.COC[C@H](C)N.O.O.O.O.O. The molar mass comes out at 446.6 g/mol. For the highest occupied orbital energy, the calculation gives -0.343 Ha. The value obtained for the strongest force on any atom is 2.3 eV/Å.

```
83
Properties=species:S:1:pos:R:3:forces:R:3
C -2.351 2.270 0.769 1.0 -0.5 -1.1
O -2.880 1.266 -0.144 -0.2 0.6 0.8
C -3.574 1.821 -1.266 0.2 -0.9 0.4
C -4.660 2.762 -0.883 -1.3 1.9 0.3
C -5.761 2.239 0.062 -0.2 -1.4 -0.9
N -5.348 3.338 -2.066 0.2 -0.2 0.3
H -1.994 3.136 0.207 -0.2 0.2 -0.2
H -1.429 1.843 1.163 -0.2 -0.2 0.4
H -2.982 2.638 1.577 -0.4 -0.5 -0.2
H -2.819 2.259 -1.923 -0.1 0.4 -0.2
H -4.069 1.022 -1.821 0.4 -0.5 0.1
H -4.213 3.617 -0.373 0.1 0.2 0.0
H -6.248 1.377 -0.401 0.1 -0.2 -0.4
H -6.602 2.929 0.126 0.5 0.4 0.4
H -5.448 1.793 1.005 0.3 0.7 0.2
H -5.732 2.618 -2.664 -0.1 -0.2 0.0
H -4.741 3.908 -2.638 0.2 0.0 0.1
C -1.202 0.656 4.314 0.6 0.2 0.9
O -0.726 0.712 5.685 0.2 0.6 -1.0
C 0.348 1.664 5.818 -0.4 -0.7 1.3
C 0.407 2.170 7.262 1.3 -0.2 0.6
C 1.494 3.253 7.349 -0.9 0.2 -0.6
N 0.814 1.149 8.260 -0.7 0.2 -0.7
H -0.375 0.435 3.638 0.1 0.2 -0.1
H -1.647 1.630 4.109 -0.1 -0.1 -0.4
H -1.928 -0.143 4.167 -0.1 0.1 0.5
H 1.298 1.142 5.676 0.2 0.0 -0.4
H 0.310 2.543 5.173 -0.4 -0.2 -0.5
H -0.550 2.591 7.571 -0.1 -0.1 -0.1
H 1.086 4.129 6.844 0.3 0.4 0.3
H 2.392 2.974 6.797 0.1 -0.2 0.1
H 1.747 3.455 8.389 -0.1 0.2 -0.1
H 1.817 1.037 8.188 0.1 -0.2 0.0
H 0.376 0.274 8.006 0.0 -0.3 0.2
C 3.203 -1.499 -1.121 0.1 0.6 0.5
O 3.441 -2.680 -1.834 -0.2 -0.2 0.2
C 4.422 -2.522 -2.817 -0.7 0.0 -1.6
C 4.395 -3.780 -3.722 1.2 -1.4 0.7
C 5.058 -4.945 -2.972 0.0 -0.4 1.2
N 5.127 -3.645 -4.987 -0.3 1.4 0.1
H 2.313 -1.617 -0.505 0.0 -0.1 -0.2
H 3.108 -0.621 -1.763 -0.5 -0.1 -0.4
H 4.023 -1.197 -0.465 0.4 -0.5 0.2
H 4.136 -1.691 -3.468 0.0 0.3 -0.1
H 5.379 -2.232 -2.377 0.4 -0.5 0.0
H 3.354 -4.023 -3.937 -0.1 0.2 0.1
H 6.101 -4.711 -2.753 0.1 0.3 -0.1
H 5.089 -5.921 -3.458 -0.3 0.2 -0.6
H 4.626 -5.163 -1.994 -0.3 0.2 0.1
H 5.282 -4.549 -5.411 -0.1 -0.1 0.1
H 6.041 -3.289 -4.736 0.3 0.0 -0.3
C -3.786 -1.354 -4.019 0.8 -0.5 0.5
O -2.622 -1.972 -4.523 1.0 0.6 -0.5
C -1.468 -1.095 -4.579 -0.8 -0.4 -0.3
C -0.312 -1.702 -3.820 -0.2 0.4 0.9
C -0.467 -1.714 -2.268 -0.2 -0.3 -1.0
N 0.900 -0.951 -4.110 0.6 0.5 -0.1
H -4.533 -2.144 -3.948 -0.1 0.2 -0.1
H -4.126 -0.528 -4.645 -0.1 0.1 0.0
H -3.515 -1.027 -3.013 -0.6 0.4 0.2
H -1.161 -0.988 -5.622 -0.1 -0.2 -0.3
H -1.713 -0.075 -4.276 -0.1 0.0 0.5
H -0.209 -2.712 -4.221 -0.3 -0.3 0.4
H 0.439 -2.184 -1.886 -0.3 -0.2 0.4
H -1.386 -2.187 -1.923 0.3 -0.5 -0.1
H -0.546 -0.733 -1.796 0.2 0.4 -0.5
H 1.072 -0.824 -5.099 -0.3 0.0 -0.2
H 1.693 -1.497 -3.799 0.1 0.0 0.3
O -2.419 -1.647 0.343 -0.2 -0.3 0.0
H -1.552 -1.597 0.754 0.3 0.1 0.1
H -2.656 -0.730 0.183 -0.1 0.4 0.0
O 1.718 2.761 1.912 0.1 0.2 0.0
H 1.566 2.582 0.981 -0.1 0.0 -0.3
H 1.665 1.901 2.335 -0.2 -0.2 0.2
O 1.129 1.475 -0.974 0.0 0.3 0.3
H 0.271 1.183 -1.292 -0.2 0.0 -0.3
H 1.585 1.778 -1.761 0.1 -0.1 -0.2
O 0.464 -0.570 0.923 -0.5 -0.2 -0.1
H 1.198 -0.447 1.533 0.0 -0.1 0.3
H 0.531 0.170 0.315 0.2 0.0 -0.1
O 2.425 0.015 2.754 0.2 0.2 0.1
H 3.094 0.492 2.256 0.3 0.1 -0.1
H 2.810 -0.104 3.624 -0.1 -0.1 0.2
```
Forces are in eV/Å.

---

What did the fifth record say?
# C2H3N3OS2

The molecule C2H3N3OS2 in a non-equilibrium geometry (wB97M-V/def2-TZVPD, the Open Molecules 2025 dataset).

The calculation puts the HOMO-LUMO gap at 8.91 eV. The molar mass comes out at 149.2 g/mol. For the highest occupied orbital energy, the calculation gives -0.343 Ha. The value obtained for the strongest force on any atom is 3.1 eV/Å.

```
11
Properties=species:S:1:pos:R:3:forces:R:3
C 2.640 -0.033 0.296 0.0 0.3 0.0
C -0.961 0.354 -0.495 2.3 -0.5 -1.6
N 1.994 -0.970 0.622 -2.1 -2.4 0.0
N -2.060 1.117 -0.339 1.1 -1.2 1.9
N -0.823 -0.726 0.450 0.1 1.4 -1.1
O -0.097 0.620 -1.362 -1.2 -1.0 1.3
S 0.414 -1.647 0.072 0.6 1.4 1.3
S 3.583 1.144 0.103 1.4 1.8 -0.5
H -2.593 0.818 0.422 -1.3 -0.3 1.1
H -2.537 1.524 -1.067 -0.6 1.1 -2.0
H 0.440 -2.199 1.297 -0.3 -0.7 -0.4
```
Forces are in eV/Å.

---

Among the records above, which one has the lowest highest occupied orbital energy? C16H40ClFN2O10P3